No. 1
The following is a quantum chemistry calculation of a structure of composition C8H24ClEuIN5P2 at a distorted geometry, from OMol25.

XYZ file:
```
42
Properties=species:S:1:pos:R:3:lowdin_charge:R:1
C -1.0815 0.0520 -3.8569 -0.38
I -2.6832 0.7900 -2.4091 0.78
H -0.0829 0.1683 -3.4071 -0.05
H -1.2124 0.6935 -4.7408 0.03
H -1.3363 -0.9885 -4.0741 0.02
Eu -0.2947 -0.0499 -0.8285 1.08
P -0.0368 2.8723 -0.6113 0.63
C -1.3515 4.1341 -0.5497 -0.28
C 1.0692 3.5905 0.6574 -0.27
H 1.2305 4.6341 0.3776 0.06
H 0.9759 4.5503 -1.9320 0.05
H 2.0228 3.0493 0.6741 0.04
H 1.7120 2.9495 -2.2960 0.03
H -1.8486 4.1439 0.4288 0.06
H 0.6027 3.5265 1.6485 0.05
C 0.7827 3.4971 -2.1295 -0.27
H -0.8560 5.0994 -0.7236 0.06
H 0.1172 3.3800 -2.9883 0.05
H -2.1054 3.9538 -1.3262 0.03
P -0.0308 -2.9521 -0.3691 0.67
C -1.3058 -4.1764 0.0968 -0.28
C 0.8867 -3.9464 -1.6270 -0.27
H 1.9640 -2.5940 1.0274 0.04
H 1.3835 -4.2932 1.0525 0.06
H 0.5497 -3.0313 2.0198 0.04
C 1.0758 -3.2407 1.0781 -0.28
H 1.8095 -3.4115 -1.8972 0.04
H 1.1139 -4.9117 -1.1615 0.06
H -0.8243 -5.1555 0.1817 0.06
H -2.0931 -4.2192 -0.6674 0.05
H 0.2535 -4.0814 -2.5182 0.05
H -1.7661 -3.8997 1.0519 0.05
Cl 2.2058 0.0423 -1.3960 -0.18
N -1.1685 -0.0440 4.8338 0.15
N -0.4334 -0.2394 3.6681 -0.23
N 0.9006 0.0240 3.7085 0.16
C 1.1622 0.2577 2.4175 -0.21
N 0.0710 0.2242 1.6274 -0.17
N -1.0018 -0.0139 2.4669 0.08
H -1.9938 -0.6428 4.8001 0.12
H -0.5562 -0.1873 5.6397 0.13
H 2.1738 0.4464 2.0527 0.12
```

HOMO energy (alpha / beta) = -15.6 / -15.6 eV
Total charge = +2
LUMO energy (alpha / beta) = -9.0 / -7.0 eV
Spin multiplicity = 7

No. 2
The following is a quantum chemistry calculation of a structure of composition C4F12NaO12S4 at a distorted geometry, from OMol25.

XYZ file:
```
33
Properties=species:S:1:pos:R:3:lowdin_charge:R:1
Na -0.7117 -0.1611 0.5509 0.45
C -5.3365 -1.0587 0.7092 -0.65
F -5.2245 -0.2141 1.7607 0.08
F -5.2616 -2.3038 1.1852 0.11
F -6.5815 -0.8738 0.2269 0.08
S -4.0194 -0.6416 -0.5705 0.47
O -2.8513 -1.2851 0.0067 -0.32
O -4.5223 -1.2568 -1.7816 -0.33
O -4.0520 0.8010 -0.5925 -0.32
C 1.3724 -2.3143 -3.0506 -0.65
F 1.3065 -2.9082 -4.2653 0.07
F 1.3299 -3.3094 -2.1473 0.10
F 2.5634 -1.7226 -2.9283 0.11
S -0.0771 -1.1434 -2.8826 0.47
O -1.1874 -1.9834 -3.2340 -0.31
O 0.0201 -0.7420 -1.4852 -0.33
O 0.2093 -0.0950 -3.8420 -0.32
C 2.8048 3.0673 -0.3833 -0.65
F 3.6547 3.1779 0.6596 0.08
F 3.1866 4.0065 -1.2705 0.09
F 2.9860 1.8667 -0.9144 0.13
S 1.0196 3.3320 0.1451 0.48
O 0.4965 4.2561 -0.8502 -0.35
O 0.4839 1.9803 0.0899 -0.32
O 1.0945 3.9109 1.4739 -0.34
C 2.8376 -0.1982 2.4681 -0.65
F 4.0234 -0.6300 2.9262 0.10
F 2.8040 1.1340 2.5676 0.12
F 2.7605 -0.4933 1.1711 0.13
S 1.4168 -0.9390 3.4420 0.48
O 1.9622 -2.1991 3.9179 -0.35
O 1.1203 0.0405 4.4647 -0.33
O 0.3722 -1.1003 2.4329 -0.34
```

HOMO energy = -1.8 eV
Total charge = -3
LUMO energy = 5.9 eV
Spin multiplicity = 1

No. 3
The following is a quantum chemistry calculation of a structure of composition C6H10O3 at a distorted geometry, from OMol25.

XYZ file:
```
19
Properties=species:S:1:pos:R:3:lowdin_charge:R:1
C 0.1172 -1.0667 -0.7228 -0.40
C -0.8681 -0.1204 -0.2709 -0.23
C 0.9938 -0.5556 0.3214 -0.20
C -2.1234 -0.7120 0.3045 -0.03
C -0.8918 1.3459 -0.5351 -0.05
C 1.7773 0.7230 0.4184 -0.20
O 0.0420 -2.2061 -1.1511 0.07
O 1.3112 -1.4541 1.3003 0.07
O 2.1595 1.2350 -0.8333 -0.05
H -2.8493 -0.8947 -0.4918 0.10
H -2.5647 -0.0321 1.0303 0.08
H -1.9214 -1.6678 0.7864 0.09
H -0.9888 1.9187 0.3899 0.09
H -1.7716 1.5618 -1.1423 0.10
H -0.0157 1.6830 -1.0783 0.07
H 2.6533 0.4939 1.0418 0.14
H 1.2251 1.5255 0.9158 0.12
H 1.0446 -2.3410 1.0148 0.12
H 2.6708 0.5637 -1.2981 0.11
```

HOMO energy = -8.3 eV
Total charge = 0
LUMO energy = 0.7 eV
Spin multiplicity = 1

ΔE to the lowest compared entry with this formula, charge and spin
In order: 0.0 12.8 60.8
Unit: kcal per mole